{
  "formula": "C2H4NO2P",
  "method": "the ωB97M-V functional and the def2-TZVPD basis",
  "symbols": ["C", "C", "N", "O", "O", "P", "H", "H", "H", "H"],
  "xyz": [[0.10906, 1.46932, 0.21987], [0.20209, 0.13652, -0.54180], [-0.20546, -2.43968, 0.10759], [-0.58152, -3.54512, 0.09768], [-0.51392, 1.20749, 1.44115], [-0.19304, -1.05368, 0.88184], [1.15171, 1.96520, 0.25841], [-0.56065, 2.15816, -0.33167], [-0.67940, -0.10040, -1.12908], [1.27113, 0.20218, -1.00400]],
  "atomic_forces_ev_per_a": [[-0.60, 0.49, 0.87], [2.06, 0.11, 0.07], [-0.71, -0.27, 0.74], [0.24, -0.70, -0.73], [0.76, -1.95, -0.57], [0.96, 4.00, 0.31], [-1.31, -0.77, 0.30], [0.39, -0.13, -0.24], [0.37, 0.49, -0.93], [-2.16, -1.27, 0.16]],
  "e_tot_ev": -17006.8379,
  "mol_weight_g_mol": 105.0,
  "relative_energy_kj_mol": 634.0,
  "lumo_ev": [-2.26, -2.28],
  "orbital_gap_ha": [0.2419, 0.2407]
}